313
Properties=species:S:1:pos:R:3 method="wB97M-V/def2-TZVPD" energy_ev=-141002.460 e_lumo_ev=0.443 de_lowest_kcal_mol=78.41 homo_ev=-8.05 gap_ev=8.490 total_charge=0
C 5.7618 2.5417 1.2059
O 6.4265 3.6137 0.5383
H 5.1382 2.9574 1.9974
H 5.0479 2.0503 0.5449
H 6.4862 1.8513 1.6380
H 6.3391 3.3705 -0.3862
C 3.9470 6.1597 0.6024
O 5.2039 6.1387 1.1741
H 3.5643 7.1742 0.7133
H 3.9563 5.8319 -0.4371
H 3.2996 5.4036 1.0465
H 5.6943 5.3367 0.9795
C 5.3864 -1.1228 -0.9236
O 4.0147 -0.9255 -0.6868
H 5.5489 -2.0018 -1.5473
H 5.7779 -0.3250 -1.5547
H 6.0180 -1.2606 -0.0459
H 3.5803 -1.0035 -1.5393
C 3.8278 1.4353 7.9843
C 4.4499 1.0444 6.6113
C 3.5095 0.6274 5.4586
O 3.9157 1.1438 4.1852
C 3.5882 0.2407 3.1538
N 5.1983 2.1540 6.1915
H 3.5104 0.5258 8.4944
H 2.8713 1.9459 7.8732
H 4.5042 1.9455 8.6700
H 5.0805 0.1782 6.8116
H 2.4791 0.9798 5.5050
H 3.5129 -0.4613 5.5121
H 2.5662 -0.1347 3.1006
H 4.1337 -0.6796 3.3626
H 3.8228 0.5817 2.1455
H 5.2610 2.0184 5.1926
H 4.5545 2.9305 6.1398
C 7.7147 4.0853 -3.5785
C 6.3307 3.4225 -3.6161
C 5.7772 2.8983 -4.9226
O 4.4895 2.3114 -4.8189
C 3.6934 2.4022 -5.9859
N 6.2591 2.3873 -2.5921
H 7.9415 4.3879 -2.5562
H 7.6945 4.9390 -4.2559
H 8.4296 3.3752 -3.9942
H 5.6105 4.1816 -3.3107
H 6.4717 2.1354 -5.2745
H 5.7608 3.7348 -5.6212
H 2.7842 1.9484 -5.5917
H 4.1586 1.7570 -6.7312
H 3.4534 3.3959 -6.3642
H 7.0575 1.7698 -2.6302
H 5.5100 1.7922 -2.9158
C -1.0428 -0.5752 -0.3711
C -0.6651 0.3352 -1.5427
C 0.5958 1.2346 -1.4135
O 0.3238 2.1553 -0.3653
C 1.5415 2.7884 0.0858
N -0.4462 -0.4956 -2.6412
H -0.9124 -0.1369 0.6183
H -0.4737 -1.5049 -0.3761
H -2.1039 -0.7878 -0.5017
H -1.4824 1.0494 -1.6437
H 0.9662 1.6929 -2.3305
H 1.3552 0.5498 -1.0360
H 2.3353 2.1227 0.4246
H 1.4445 3.5538 0.8558
H 1.9819 3.2748 -0.7846
H -1.1671 -0.4947 -3.3487
H -0.1554 -1.4234 -2.3680
C 4.0005 -2.1686 -4.2252
C 2.6484 -2.0588 -3.5487
C 2.1472 -3.2473 -2.6706
O 0.8106 -2.9942 -2.3854
C 0.1855 -4.0304 -1.6651
N 2.5432 -0.7531 -2.9407
H 4.3865 -1.2907 -4.7432
H 4.1140 -3.0680 -4.8304
H 4.8048 -2.2175 -3.4912
H 1.8777 -2.0062 -4.3177
H 2.7337 -3.3252 -1.7552
H 2.2662 -4.1724 -3.2346
H 0.4484 -5.0124 -2.0584
H -0.8705 -3.7995 -1.5243
H 0.5966 -3.9622 -0.6579
H 2.3034 0.0148 -3.5514
H 1.7347 -0.8757 -2.3479
C 2.9458 -4.0385 1.7015
C 4.4281 -4.1420 2.0518
C 5.0728 -5.4926 2.3438
O 6.3324 -5.2545 3.0520
C 7.0359 -6.4445 3.3897
N 5.0184 -3.6534 0.8259
H 2.6475 -3.0374 1.3903
H 2.3484 -4.3218 2.5680
H 2.6555 -4.5820 0.8024
H 4.6943 -3.4551 2.8552
H 5.2296 -6.0668 1.4307
H 4.4143 -6.1207 2.9438
H 7.2135 -7.0668 2.5126
H 6.4499 -7.1568 3.9705
H 7.9965 -6.1427 3.8073
H 4.6800 -2.7344 0.5788
H 6.0064 -3.5417 1.0034
C -6.5275 -6.7924 -0.0445
C -5.6542 -6.1844 -1.1543
C -6.6719 -5.9926 -2.2793
C -6.1969 -5.0793 -3.3602
C -5.7391 -3.7284 -2.8606
C -4.7112 -3.8424 -1.6969
N -5.2063 -4.8465 -0.7439
O -4.6681 -4.8281 0.5057
C -3.3648 -4.2193 -2.2297
C -4.6795 -2.4849 -0.9259
C -4.6130 -7.1711 -1.6184
H -7.2840 -6.0912 0.3077
H -6.1249 -6.9885 0.9492
H -7.0657 -7.6631 -0.4190
H -6.9662 -6.9529 -2.7028
H -7.5939 -5.5445 -1.9088
H -7.0495 -4.9993 -4.0345
H -5.4367 -5.7031 -3.8303
H -6.5504 -3.0233 -2.6798
H -5.1721 -3.2942 -3.6841
H -2.7297 -3.3598 -2.4442
H -2.8062 -4.8505 -1.5386
H -3.4774 -4.7439 -3.1785
H -4.6742 -1.6398 -1.6144
H -5.5248 -2.3342 -0.2544
H -3.7112 -2.4657 -0.4258
H -3.8593 -7.1226 -0.8325
H -4.0823 -6.8722 -2.5224
H -5.0129 -8.1843 -1.6591
H -5.2318 -4.1955 0.9569
C -1.3245 1.4333 -7.4987
C -1.9522 0.7985 -6.2529
C -3.4222 0.6316 -6.6065
C -3.7524 -0.6093 -7.5001
C -3.1697 -1.8728 -6.8737
C -1.6532 -1.7676 -6.6108
N -1.4293 -0.4743 -5.8196
O -0.0814 -0.3122 -5.5589
C -1.2914 -2.9539 -5.7018
C -0.8646 -1.9558 -7.9595
C -1.9862 1.8473 -5.0922
H -0.3022 1.6543 -7.1920
H -1.8597 2.3735 -7.6320
H -1.3460 0.7805 -8.3713
H -4.0060 0.5840 -5.6873
H -3.8669 1.4736 -7.1371
H -3.3414 -0.4429 -8.4959
H -4.8332 -0.7469 -7.5308
H -3.4837 -2.6497 -7.5709
H -3.7360 -2.0502 -5.9594
H -0.2268 -2.9883 -5.4703
H -1.9750 -3.0584 -4.8592
H -1.4681 -3.9153 -6.1841
H 0.2076 -1.8202 -7.8172
H -1.0134 -2.9060 -8.4723
H -1.2718 -1.1710 -8.5970
H -1.0176 2.1136 -4.6692
H -2.5389 1.4404 -4.2454
H -2.4400 2.7751 -5.4408
H -0.0281 -0.6861 -4.6763
C -1.4589 -2.0343 4.8764
C -1.3227 -1.7274 3.3439
C -2.6103 -2.1723 2.6474
C -3.8298 -1.3417 3.0278
C -3.5558 0.1001 2.6779
C -2.3089 0.6921 3.3941
N -1.1824 -0.2592 3.1448
O -0.0049 0.2489 3.5900
C -2.0627 2.1237 2.7439
C -2.5666 0.8918 4.9618
C -0.2052 -2.5720 2.7052
H -0.9754 -3.0050 4.9864
H -2.4570 -2.1189 5.3062
H -0.8698 -1.3098 5.4386
H -2.5707 -2.3511 1.5729
H -2.7349 -3.1912 3.0140
H -4.1222 -1.4411 4.0731
H -4.7138 -1.7231 2.5166
H -4.3957 0.7888 2.7697
H -3.3129 0.0951 1.6153
H -1.0496 2.4479 2.9815
H -2.1772 1.8884 1.6858
H -2.8110 2.8656 3.0227
H -1.6575 0.9566 5.5597
H -2.9542 1.8990 5.1145
H -3.2724 0.1385 5.3116
H -0.2171 -3.6490 2.8728
H 0.7594 -2.3089 3.1393
H -0.2030 -2.3850 1.6314
H 0.3609 0.4902 2.7359
C 1.8410 -10.1081 1.8225
C 1.7656 -8.7434 1.0579
C 1.5616 -8.8877 -0.4789
C 0.0534 -9.1377 -0.7619
C -0.7452 -7.9470 -0.3072
C -0.6064 -7.6922 1.2457
N 0.7794 -7.7623 1.6260
O 0.9673 -7.3615 2.9257
C -1.0300 -6.1706 1.3213
C -1.5811 -8.7072 1.9940
C 3.1349 -8.1295 1.1900
H 1.9438 -9.9788 2.8999
H 2.7776 -10.5909 1.5435
H 1.0147 -10.7985 1.6536
H 1.8015 -7.9501 -0.9803
H 2.2601 -9.6245 -0.8757
H -0.2710 -10.0635 -0.2867
H -0.2130 -9.3102 -1.8047
H -1.7983 -8.0941 -0.5471
H -0.4061 -7.0542 -0.8325
H -2.0079 -5.9280 0.9054
H -1.0137 -5.7805 2.3390
H -0.2101 -5.5581 0.9463
H -1.3885 -8.5819 3.0595
H -2.6036 -8.5865 1.6361
H -1.2438 -9.7144 1.7491
H 3.1335 -7.0642 0.9590
H 3.8113 -8.5422 0.4416
H 3.5411 -8.1255 2.2015
H 1.4675 -6.5428 2.8925
C 3.9358 6.8704 7.1736
C 2.7158 5.9940 7.3236
C 1.4594 6.8936 7.5731
C 0.0938 6.2173 7.3093
C 0.1651 5.6684 5.8566
C 1.2770 4.6165 5.6596
N 2.5886 5.2214 6.0902
O 3.6738 4.3514 5.7982
C 0.8863 3.3735 6.4098
C 1.3480 4.3969 4.1431
C 2.8781 5.0825 8.5800
H 4.0250 7.5151 6.2992
H 4.8022 6.2323 6.9997
H 4.1567 7.6338 7.9196
H 1.4459 6.9860 8.6591
H 1.4228 7.9324 7.2448
H -0.7678 6.8654 7.4696
H -0.0572 5.4588 8.0773
H 0.3446 6.4040 5.0724
H -0.7790 5.1757 5.6243
H 1.6350 2.6491 6.0889
H 0.7803 3.3686 7.4947
H -0.0991 3.1110 6.0250
H 2.2402 3.9055 3.7550
H 0.4712 3.8093 3.8710
H 1.3785 5.3312 3.5825
H 2.0052 4.4661 8.7948
H 3.1182 5.6508 9.4786
H 3.6787 4.3444 8.5312
H 4.2216 4.9231 5.2553
C -7.1175 1.2550 0.8825
C -7.0231 2.6687 0.2251
C -6.0588 3.6841 1.0256
C -4.5910 3.4588 0.7237
C -4.3584 3.6732 -0.7795
C -5.2366 2.6680 -1.6600
N -6.6515 2.7603 -1.1810
O -7.5661 2.0956 -1.9604
C -5.0948 3.1375 -3.1553
C -4.6718 1.2382 -1.5309
C -8.4430 3.2297 0.4898
H -7.7806 0.6246 0.2900
H -7.5518 1.2686 1.8822
H -6.1514 0.8035 1.1078
H -6.3581 4.7300 0.9582
H -6.1113 3.4629 2.0917
H -4.3434 2.4341 1.0008
H -4.0241 4.1108 1.3883
H -3.2952 3.5573 -0.9901
H -4.6281 4.6774 -1.1065
H -4.1581 3.6439 -3.3882
H -5.1218 2.2971 -3.8488
H -5.8466 3.7671 -3.6313
H -3.6531 1.2947 -1.9146
H -4.8040 0.8740 -0.5121
H -5.3265 0.6500 -2.1740
H -8.4456 4.2905 0.2388
H -8.5655 3.3124 1.5697
H -9.1962 2.6346 -0.0266
H -8.1590 2.8106 -2.2028
C -0.1859 6.6540 -4.2715
C 0.8050 6.0091 -3.2356
C 1.8009 7.1589 -2.7701
C 1.1007 8.1757 -1.8233
C 0.5041 7.4338 -0.5933
C -0.5305 6.3435 -1.0455
N 0.1474 5.4924 -2.0197
O -0.5439 4.2481 -2.2889
C -0.8964 5.6304 0.2391
C -1.8093 7.0676 -1.6618
C 1.7935 4.8588 -3.8063
H 0.4352 6.8903 -5.1355
H -0.5810 7.6214 -3.9615
H -0.9366 5.9567 -4.6434
H 2.6313 6.6753 -2.2556
H 1.9801 7.7344 -3.6782
H 0.3851 8.7462 -2.4152
H 1.7819 8.9553 -1.4822
H 0.0121 8.2487 -0.0623
H 1.2747 7.0891 0.0961
H 0.0188 5.1689 0.6100
H -1.3511 6.3404 0.9299
H -1.5608 4.7692 0.1677
H -2.6613 6.9074 -1.0010
H -1.6991 8.1495 -1.7354
H -2.1813 6.6813 -2.6108
H 2.2938 5.1100 -4.7415
H 1.2318 3.9481 -4.0142
H 2.5792 4.6156 -3.0910
H -0.0532 3.6198 -1.7540